Record 1
The following is a quantum chemistry calculation of C56H52N6O2PSr as an isolated structure at a distorted geometry, from OMol25.

Properties
Frontier orbital gap (spin up / spin down) (eV): 5.32 / 5.32
Highest occupied orbital energy (spin up / spin down) (eV): -8.5 / -8.5
Charge: +1

Last column: Mulliken charge in e.
Geometry (Å):
Sr -0.130513 -0.312614 0.635391  3.55
C -6.842255 0.975843 -2.059110  -0.49
C -6.618455 1.390484 -0.753617  -1.12
C -5.503604 0.947791 -0.051020  -0.23
C -4.586493 0.050442 -0.620462  1.21
C -4.823950 -0.344103 -1.946616  -0.11
C -5.931621 0.109416 -2.652124  -0.85
C -3.392031 -0.401772 0.124055  0.36
C -2.276148 -1.005691 -0.665943  -1.18
C -1.991736 -2.454302 -0.655962  -1.74
C -1.010766 -2.659381 -1.545456  -1.69
C -0.619251 -1.336212 -2.130315  2.05
N -1.451374 -0.354119 -1.442650  0.79
C 0.955047 -1.157303 -2.281268  1.87
C 1.828631 -1.882948 -1.269280  -0.43
C 3.037284 -2.592106 -1.493458  -1.27
C 3.661714 -2.670864 -0.256515  -1.67
C 2.802775 -2.030221 0.675015  -0.60
C 3.073281 -1.712828 2.021179  2.12
C 4.493993 -1.918682 2.462421  -1.02
C 5.425182 -0.905743 2.235611  0.23
C 6.741461 -1.059668 2.649155  -0.88
C 7.138991 -2.230781 3.286094  -0.37
C 6.217765 -3.244932 3.501430  -0.79
C 4.897223 -3.088696 3.091960  0.04
C 2.182342 -1.185201 2.982160  -0.30
N 0.825523 -0.917833 2.815941  0.01
C 0.334633 -0.633613 4.036201  -0.11
C -1.096270 -0.413473 4.351234  0.82
C -1.443061 -0.132767 5.782906  0.69
C -2.114900 1.039979 6.143166  0.06
C -2.417706 1.330543 7.471256  -1.17
C -2.050871 0.444922 8.472188  -0.49
C -1.394481 -0.733514 8.132682  -0.85
C -1.092231 -1.015778 6.809639  -0.35
C -2.119706 -0.426234 3.437790  -0.05
C -3.570416 -0.409237 3.739914  -1.56
C -4.235409 -0.369158 2.575809  -1.26
C -3.225180 -0.382849 1.499247  -1.09
N -1.968386 -0.423328 2.064836  0.81
C 1.392445 -0.614328 5.006207  -1.53
C 2.537726 -0.970563 4.346484  -1.38
N 1.671768 -1.586039 0.017603  0.47
C 1.720579 -1.432195 -4.847237  0.29
C 1.283705 -1.618740 -6.159422  -0.49
C 2.135268 -1.395338 -7.234939  -0.91
C 3.450652 -1.001038 -7.013384  -0.63
C 3.903056 -0.835083 -5.711755  -0.97
C 3.041821 -1.040926 -4.638193  0.06
H -7.712877 1.321202 -2.605860  0.41
H -7.312446 2.074886 -0.278375  0.41
H -5.333257 1.317995 0.954486  0.45
H -4.139967 -1.034510 -2.426459  0.31
H -6.091461 -0.227214 -3.669855  0.42
H -2.535761 -3.180824 -0.067430  0.68
H -0.573609 -3.610326 -1.825777  0.66
H 3.401702 -2.969730 -2.441672  0.76
H 4.617124 -3.130608 -0.028990  0.58
H 5.109252 0.001108 1.733685  0.51
H 7.459302 -0.266822 2.470972  0.40
H 8.164714 -2.350770 3.613137  0.39
H 6.523904 -4.162930 3.990793  0.39
H 4.174912 -3.881087 3.261599  0.48
H -2.446660 1.730861 5.369529  0.23
H -2.942551 2.246678 7.718338  0.41
H -2.279455 0.665734 9.508234  0.40
H -1.121550 -1.441937 8.905765  0.40
H -0.596323 -1.946598 6.556686  0.55
H -4.001778 -0.497783 4.727472  0.68
H -5.307299 -0.435423 2.434310  0.83
H 1.301219 -0.385356 6.057329  0.64
H 3.525544 -1.095729 4.769865  0.54
H 0.266743 -1.953909 -6.348183  0.32
H 1.773297 -1.539736 -8.246861  0.44
H 4.120225 -0.834814 -7.849670  0.42
H 4.932817 -0.544068 -5.526226  0.44
H 3.413051 -0.907179 -3.627974  0.38
C 2.373246 2.819301 -4.585231  -1.39
C 1.842612 2.593088 -3.160291  -0.39
C 1.073086 3.823382 -2.678238  -1.13
C 1.037429 1.302678 -3.091511  2.18
C 1.446264 0.290567 -2.312694  -2.21
C 0.784161 -1.761953 -3.708222  -0.68
C -0.709368 -1.291536 -3.721696  1.31
C -1.746784 -2.213531 -4.347569  -1.55
C -0.886167 0.125448 -4.224208  -1.75
C -0.137819 1.202840 -3.975175  -0.67
H 2.962446 3.740834 -4.628317  0.48
H 1.554369 2.913869 -5.307455  0.31
H 3.003231 1.990344 -4.910184  0.28
H 2.700081 2.460451 -2.498708  0.41
H 0.210499 4.040252 -3.324989  0.29
H 1.718768 4.703268 -2.720034  0.49
H 0.746864 3.720454 -1.637553  0.02
H 2.317006 0.462904 -1.685344  0.45
H 0.757491 -2.849099 -3.593839  1.15
H -1.838313 -2.022575 -5.418685  0.58
H -2.732070 -2.051381 -3.900515  0.14
H -1.482990 -3.264776 -4.210546  0.37
H -1.742107 0.265689 -4.880278  0.47
H -0.427297 2.117083 -4.497383  0.37
N -0.491058 2.373749 3.496226  0.20
C -1.564842 2.852196 2.535990  -0.51
P -0.793806 2.934665 0.875143  0.88
O -0.399616 4.342458 0.557033  -0.88
O 0.254203 1.835884 0.907761  -1.22
C -2.138528 2.646971 -0.328339  0.34
N -1.740368 3.409194 -1.566428  -0.04
H 0.029435 1.591005 3.086237  -0.06
H -0.872668 2.034413 4.372721  0.04
H 0.187550 3.105452 3.684772  0.47
H -1.896272 3.842484 2.839305  0.68
H -2.389899 2.143246 2.576026  0.00
H -3.072674 3.056953 0.053664  0.49
H -2.286284 1.616245 -0.605718  -0.91
H -2.542858 3.754030 -2.082355  0.39
H -1.206892 2.800701 -2.184777  -0.23
H -1.134924 4.192418 -1.266314  0.49

Cartesian forces, eV/Å:
0.9 -0.7 0.0
0.0 0.0 0.0
0.1 0.0 0.1
0.0 0.1 0.0
0.1 0.1 0.2
0.0 0.0 0.0
0.1 0.0 0.1
0.1 -0.2 -0.2
-0.7 -0.1 -0.7
0.0 0.1 -0.1
0.0 0.1 0.0
0.0 0.1 -0.2
-1.0 -0.3 -0.6
0.1 0.1 0.1
0.2 0.1 -0.2
0.0 0.0 0.0
0.0 0.0 -0.1
0.0 0.1 0.2
-0.2 0.0 -0.1
-0.1 0.0 0.0
0.0 -0.1 0.0
0.0 0.0 0.0
0.0 0.1 0.0
-0.1 0.0 0.0
0.0 -0.1 0.1
0.2 0.0 0.0
0.1 -0.5 0.5
-0.2 0.1 0.1
0.2 -0.1 0.2
0.1 -0.1 0.0
0.0 -0.1 0.0
0.0 0.0 0.0
0.0 0.0 0.0
0.0 0.0 0.0
0.0 -0.1 0.0
-0.1 0.0 -0.2
0.2 0.1 0.1
0.0 0.1 -0.2
0.1 0.0 0.0
-1.3 -0.3 0.8
-0.1 0.1 0.1
0.0 0.0 0.0
1.4 -0.9 -0.5
0.0 0.0 0.0
0.0 0.1 0.0
0.0 0.0 0.1
-0.1 0.0 0.0
0.0 0.0 0.0
0.0 0.0 0.0
0.1 0.0 0.0
0.0 0.0 0.0
0.0 0.0 -0.1
0.0 0.0 0.0
0.0 0.0 0.0
0.1 0.1 0.0
0.0 0.1 0.1
-0.1 0.0 0.2
-0.2 0.1 -0.1
0.0 0.0 0.0
-0.1 0.0 0.0
0.0 0.0 0.0
0.0 0.1 0.0
0.1 0.1 0.0
-0.1 0.0 0.0
0.0 -0.1 0.0
0.0 0.0 -0.1
0.0 0.0 0.0
0.0 0.1 0.0
0.1 0.0 -0.1
0.2 0.0 0.0
0.0 0.0 -0.1
-0.1 0.0 -0.1
0.1 0.1 0.0
0.0 0.0 0.1
-0.1 0.0 0.1
-0.1 0.0 0.0
0.0 0.0 -0.1
-0.1 0.0 0.0
-0.1 -0.1 -0.1
0.1 0.1 0.0
-0.2 -0.2 -0.2
-0.1 -0.2 -0.1
0.0 0.1 0.0
0.1 0.1 0.1
0.1 0.0 0.0
-0.1 -0.2 0.2
0.2 0.2 0.1
-0.1 -0.1 0.0
0.1 0.0 0.1
0.0 0.0 0.0
0.0 0.0 0.1
0.1 0.0 0.0
-0.1 0.0 0.0
0.3 0.0 -0.1
0.0 0.0 0.0
0.0 0.0 0.0
0.0 0.0 0.0
0.1 0.0 0.0
0.0 0.1 0.0
0.1 0.0 0.0
0.1 -0.1 0.1
-0.3 0.4 -0.6
0.3 -0.1 0.4
1.1 0.8 0.1
0.0 -0.3 0.0
-0.4 2.4 0.1
-0.2 0.0 -0.2
-0.4 -0.3 0.4
0.1 -0.2 -0.2
-0.2 -0.1 0.4
0.1 0.2 0.0
0.0 0.0 0.1
0.0 -0.1 0.1
0.0 0.0 0.0
-0.1 -0.3 -0.1
-0.2 0.0 -0.1
0.2 -0.2 -0.2
0.0 0.1 0.2

***

Record 2
The following is a quantum chemistry calculation of one molecule with the formula C3H7N at a distorted geometry, from OMol25.

Properties
Frontier orbital gap (eV): 10.43
Highest occupied orbital energy (eV): -9.2
SMILES: NC1CC1

Last column: Mulliken charge in e.
Geometry (Å):
C 0.254084 -0.424514 0.089173  0.28
C -0.840446 0.252729 0.766094  -0.65
C 0.508349 0.904779 0.547879  -0.64
H 0.914013 -0.460932 -1.776781  0.22
H -0.306143 -1.609220 -1.460442  0.23
H 0.678588 -1.223503 0.757006  0.24
H -1.722872 0.457540 0.134978  0.29
H -1.010468 -0.035478 1.795664  0.21
H 1.141560 1.289502 1.446045  0.21
H 0.545500 1.711256 -0.188627  0.24
N 0.032557 -0.646732 -1.303817  -0.63

Cartesian forces, eV/Å:
0.6 -3.3 1.0
-1.3 0.7 0.8
0.8 4.0 1.2
-0.3 -0.5 -0.4
0.5 0.8 -0.1
0.0 0.4 -1.1
0.7 0.3 0.6
-0.3 0.0 -0.1
-1.1 -1.6 -1.5
-0.2 -0.4 -0.1
0.6 -0.4 -0.3